<i>
C7H12N3 | ωB97M-V/def2-TZVPD

Element x y z (Å)
1 C -2.0220 0.7140 -3.0021
2 C -1.0414 1.7056 -2.9363
3 C -2.1553 -0.2497 -1.9887
4 C -0.4217 1.8889 -1.6529
5 C -1.2388 -0.2384 -0.9771
6 C 0.3171 -0.8671 2.4351
7 C 2.1082 -0.7622 0.7399
8 N -0.5654 0.8845 -0.7700
9 N 0.6307 1.0135 0.9455
10 N 0.9981 -0.0793 1.4547
11 H -2.6089 0.7765 -3.9230
12 H -0.9590 2.2428 -3.8484
13 H -2.7565 -1.0627 -1.9741
14 H 0.3323 2.6732 -1.3737
15 H -1.1548 -1.1122 -0.3587
16 H -0.5176 -0.2813 2.6655
17 H -0.0208 -1.8851 2.3076
18 H 1.1675 -0.9584 3.2441
19 H 1.9545 -1.6852 0.2728
20 H 2.5377 -0.0409 -0.1204
21 H 2.7635 -0.9399 1.4840
22 H -0.1349 1.4326 1.4503

Charge = +1
LUMO level = -4.00 eV
E_HOMO = -0.490 hartree

<ii>
C7H12N3 | ωB97M-V/def2-TZVPD

Element x y z (Å)
1 C 1.7958 1.5470 1.2244
2 C 1.3951 1.0087 0.0757
3 C 2.1979 0.6970 -1.0611
4 C -0.1383 0.2231 0.1383
5 N -1.2104 1.0241 -0.1830
6 C -2.4162 0.3030 0.0155
7 N -3.6919 0.8355 0.0233
8 C -1.9621 -0.9874 0.1424
9 N -0.5958 -0.9643 0.2832
10 C 0.1174 -2.1647 0.3873
11 H 2.8017 1.9909 1.2838
12 H 1.0765 1.7642 1.9310
13 H 1.8399 1.2437 -1.9786
14 H 3.2278 0.9242 -0.7150
15 H 2.0922 -0.4335 -1.3058
16 H -1.0439 1.9647 -0.3661
17 H -4.5321 0.2329 -0.2506
18 H -3.5881 1.6146 -0.5938
19 H -2.4484 -1.9302 0.0844
20 H -0.6615 -2.9689 0.5542
21 H 0.4570 -2.3877 -0.6261
22 H 0.9215 -2.0282 1.0939

Charge = +1
LUMO level = -2.65 eV
E_HOMO = -0.466 hartree
SMILES = C=C(C)c1[nH+]c(N)cn1C

<iii>
C7H12N3 | ωB97M-V/def2-TZVPD

Element x y z (Å)
1 C 0.3527 1.2262 -0.4356
2 C 0.8185 0.4632 -1.6475
3 C 1.3538 -1.5281 -0.2924
4 C -0.4943 -1.4025 1.1690
5 C -0.2853 0.0222 1.6737
6 C 0.7954 1.1110 -2.9924
7 C -1.6590 0.5998 2.1350
8 N 0.3658 0.5750 0.6453
9 N 1.1608 -0.8130 -1.4381
10 N 0.7261 -1.8955 0.7504
11 H -0.0444 2.1782 -0.5307
12 H -1.0611 -2.1248 1.8087
13 H -1.0449 -1.2035 0.2467
14 H 0.2215 -0.0398 2.6666
15 H 1.6355 1.7557 -2.9060
16 H 0.7809 0.3335 -3.7357
17 H -0.0992 1.8681 -3.1225
18 H -2.2866 0.7563 1.2695
19 H -1.5663 1.4759 2.6409
20 H -2.2185 0.0706 2.8993
21 H 1.2313 -1.2248 -2.3021
22 H 1.3172 -2.2036 1.4979

Charge = +1
LUMO level (alpha / beta) = -4.95 / -5.00 eV
E_HOMO (alpha / beta) = -0.455 / -0.445 hartree

<iv>
C7H12N3 | ωB97M-V/def2-TZVPD

Element x y z (Å)
1 C -1.7254 -0.6476 1.2032
2 C -0.9787 -1.3138 0.2045
3 C -0.1510 0.9618 1.0801
4 C 0.8048 1.2237 -1.2179
5 C 0.9076 -0.3071 -1.2314
6 C 0.7974 1.7589 0.3108
7 C -1.5459 -2.5810 -0.3772
8 N 0.1524 -0.7981 -0.1588
9 N -1.1795 0.5212 1.6647
10 N 2.1604 1.4893 0.7901
11 H -2.3323 -1.2157 1.7903
12 H 1.6460 1.6398 -1.7239
13 H -0.1792 1.5214 -1.6800
14 H 0.5632 -0.5952 -2.3112
15 H 1.8802 -0.7694 -1.3002
16 H 0.6167 2.8207 0.3228
17 H -0.7013 -3.2792 -0.3646
18 H -2.2831 -2.8959 0.2387
19 H -1.9371 -2.3937 -1.3553
20 H -1.6766 1.0740 2.2944
21 H 2.3802 1.8371 1.7040
22 H 2.7811 1.9485 0.1168

Charge = +1
LUMO level (alpha / beta) = -4.67 / -4.67 eV
E_HOMO (alpha / beta) = -0.458 / -0.458 hartree

Least stable: <iii>

<i>
C7H12N3 | ωB97M-V/def2-TZVPD

Element x y z (Å)
1 C 2.9136 0.6210 0.2417
2 C 1.8440 0.0584 -0.6149
3 C 1.0414 1.0860 1.1461
4 C 0.1939 1.4585 2.1466
5 C -1.4897 -1.0621 -0.7916
6 C 2.3239 -0.7405 -1.8420
7 C -3.2591 0.0793 0.2440
8 N 2.3663 1.2712 1.2325
9 N 0.6850 0.3095 -0.0064
10 N -2.3146 -1.0675 0.2013
11 H 3.8921 0.4342 -0.0271
12 H -0.7530 1.1858 2.3905
13 H 0.4978 2.1247 2.8669
14 H -1.0523 -0.1551 -1.3588
15 H -0.9952 -2.0597 -0.9847
16 H 3.3920 -0.7408 -1.9825
17 H 1.8903 -1.6797 -1.7324
18 H 1.8667 -0.4054 -2.7325
19 H -3.1130 0.4188 1.2276
20 H -3.0160 0.8215 -0.3969
21 H -4.3452 -0.1033 0.0097
22 H -2.5690 -1.8547 0.7629

Charge = +1
LUMO level = -4.62 eV
E_HOMO = -0.476 hartree

<ii>
C7H12N3 | ωB97M-V/def2-TZVPD

Element x y z (Å)
1 N -1.5927 2.3080 0.3080
2 C -1.8556 0.9583 0.2874
3 C -2.4647 0.1814 -0.6536
4 C -2.4716 -1.2720 -0.3758
5 N -1.5699 -1.8796 0.2653
6 C -0.3535 -1.5220 0.6297
7 C 0.4455 -0.6947 -0.0904
8 N 1.7880 -0.4282 0.3577
9 C 2.6611 0.7162 0.0407
10 C 2.8413 -0.6237 -0.5960
11 H -1.3738 2.7616 1.1722
12 H -2.2477 2.7692 -0.2995
13 H -1.5952 0.5389 1.1955
14 H -2.8108 0.4105 -1.6139
15 H -3.2724 -1.8128 -0.7957
16 H -0.2130 -2.0884 1.6239
17 H 0.3318 -0.2029 -1.0863
18 H 2.0576 -0.8089 1.2356
19 H 3.2498 0.8722 0.9182
20 H 2.0458 1.4533 -0.3226
21 H 2.6068 -0.5507 -1.6837
22 H 3.7932 -1.0858 -0.5168

Charge = +1
LUMO level = -3.26 eV
E_HOMO = -0.426 hartree
SMILES = N/C=C/C=N\C=C\[NH+]1CC1

<iii>
C7H12N3 | ωB97M-V/def2-TZVPD

Element x y z (Å)
1 C -0.1224 3.3313 0.2964
2 C 0.2629 2.0118 0.4917
3 C -1.2369 2.0135 -1.0934
4 C 0.9666 -1.7574 0.8091
5 C -2.3510 1.5756 -1.9624
6 C 1.7118 -4.0194 0.8335
7 C 1.4342 -2.6970 1.7355
8 N 0.6143 -1.1556 -0.0689
9 N -1.0442 3.2868 -0.6777
10 N -0.4728 1.2427 -0.3268
11 H 0.1968 4.1891 0.7568
12 H -3.4194 1.9469 -1.7921
13 H -2.2294 1.8775 -3.0060
14 H -2.2250 0.3998 -1.9877
15 H 2.7789 -4.2183 0.6239
16 H 1.3597 -3.9157 -0.1719
17 H 1.2427 -4.9513 1.1907
18 H 2.2600 -2.1693 2.1947
19 H 0.8856 -3.0177 2.5664
20 H 1.0749 1.5329 0.9693
21 H -1.4897 4.2587 -0.8216
22 H -0.1975 0.2351 -0.5594

Charge = +1
LUMO level = -2.60 eV
E_HOMO = -0.490 hartree

Least stable: <ii>